Record 1
{"formula": "C4H7ClN5", "method": "the ωB97M-V functional and the def2-TZVPD basis", "symbols": ["C", "C", "C", "C", "N", "N", "N", "N", "N", "Cl", "H", "H", "H", "H", "H", "H", "H"], "positions_angstrom": [[-0.9345, -1.0109, -0.7938], [-0.9569, -0.0032, -3.0446], [-0.2317, -1.9223, -0.0062], [0.7671, 0.9971, 1.2489], [-0.9152, -0.4540, -1.8951], [-0.1840, -1.8947, 1.4311], [-0.2441, -1.0187, 2.2155], [-0.2198, 0.4184, 1.8477], [0.8930, 2.3125, 1.1624], [1.7631, -2.1018, -0.1159], [-0.5760, 0.9947, -3.3310], [-1.4239, -0.5661, -3.7427], [-0.4813, -2.8686, -0.3671], [1.5902, 0.4427, 0.8842], [-0.9449, 1.1749, 2.2995], [1.8753, 2.5124, 0.8326], [0.2238, 2.9877, 1.3746]], "mulliken_charge": [-0.07, -0.23, -0.12, 0.24, -0.06, 0.09, -0.33, -0.02, -0.35, -0.21, 0.22, 0.29, 0.44, 0.33, 0.30, 0.28, 0.21], "charge": 1, "e_homo_ev": -12.289, "multiplicity": 1, "gap_ev": 8.00}

Record 2
{"formula": "C6H32O10", "method": "the ωB97M-V functional and the def2-TZVPD basis", "symbols": ["O", "H", "H", "O", "H", "H", "O", "H", "H", "O", "H", "H", "O", "H", "H", "O", "H", "H", "O", "H", "H", "C", "C", "O", "H", "H", "H", "H", "H", "H", "C", "C", "O", "H", "H", "H", "H", "H", "H", "C", "C", "O", "H", "H", "H", "H", "H", "H"], "positions_angstrom": [[-10.0170, 10.2240, -11.9550], [-9.6857, 11.1379, -11.9799], [-10.4444, 10.1442, -11.0963], [-8.1783, 10.3077, -17.2669], [-8.1643, 9.7310, -16.4871], [-8.5038, 11.1510, -16.9379], [-7.3263, 8.2424, -15.4176], [-7.5888, 8.6693, -14.5876], [-6.4427, 7.9015, -15.2541], [-8.0057, 12.2276, -11.7000], [-8.0157, 12.1781, -10.7379], [-7.0858, 12.0463, -11.9423], [-10.7094, 11.8085, -14.7175], [-10.8307, 12.3951, -13.9656], [-9.9428, 11.2450, -14.4926], [-12.3536, 9.2612, -13.5758], [-12.0664, 8.3894, -13.8613], [-11.5498, 9.7990, -13.5755], [-8.2952, 10.5388, -14.2008], [-8.7210, 10.2853, -13.3595], [-7.6380, 11.1934, -13.9399], [-9.7519, 6.5646, -11.7498], [-8.4141, 7.1163, -11.2678], [-8.4725, 7.0746, -9.8409], [-9.7142, 5.4771, -11.8319], [-9.9821, 6.9585, -12.7414], [-10.5773, 6.7652, -11.0692], [-8.2344, 8.1335, -11.6254], [-7.6339, 6.4634, -11.6706], [-7.5855, 7.1378, -9.4750], [-3.2155, 11.4078, -12.9569], [-4.3636, 10.7316, -13.6973], [-5.6385, 11.0154, -13.0809], [-3.1764, 11.0240, -11.9307], [-3.2717, 12.4924, -13.0012], [-2.2485, 11.0840, -13.3488], [-4.2031, 9.6529, -13.6730], [-4.3911, 11.1435, -14.7029], [-5.4596, 10.7301, -12.1746], [-6.3103, 14.4194, -16.3165], [-5.5056, 13.9943, -15.1075], [-5.5638, 15.0214, -14.1213], [-7.2642, 14.8401, -16.0015], [-6.4682, 13.5592, -16.9714], [-5.8078, 15.1425, -16.9601], [-4.4514, 13.8694, -15.3898], [-5.8637, 13.0314, -14.7308], [-4.9947, 14.7771, -13.3869]], "mulliken_charge": [-0.48, 0.21, 0.22, -0.65, 0.34, 0.30, -0.63, 0.33, 0.28, -0.60, 0.31, 0.31, -0.64, 0.31, 0.34, -0.64, 0.30, 0.38, -0.38, 0.19, 0.25, -1.04, 0.23, -0.55, 0.37, 0.17, 0.32, -0.09, 0.29, 0.29, -1.06, -0.46, -0.30, 0.37, 0.19, 0.39, 0.33, 0.32, 0.21, -1.30, 0.70, -0.56, 0.33, 0.35, 0.33, 0.24, -0.37, 0.28], "charge": 0, "e_homo_ev": -10.293, "multiplicity": 1, "smiles": "CCO.CCO.CCO.O.O.O.O.O.O.O", "gap_ev": 9.84}

Record 3
{"formula": "C33H58NO8PS", "method": "the ωB97M-V functional and the def2-TZVPD basis", "symbols": ["C", "C", "O", "C", "C", "C", "C", "C", "C", "C", "C", "C", "N", "C", "C", "C", "C", "O", "C", "O", "C", "C", "C", "C", "C", "C", "O", "C", "P", "C", "C", "C", "C", "C", "S", "C", "C", "O", "H", "H", "H", "H", "H", "H", "H", "H", "H", "H", "H", "H", "H", "H", "H", "H", "H", "H", "H", "H", "H", "H", "H", "H", "H", "H", "H", "H", "H", "H", "H", "H", "H", "H", "H", "H", "H", "H", "H", "H", "H", "H", "H", "H", "H", "H", "C", "O", "H", "H", "H", "H", "C", "O", "H", "H", "H", "H", "C", "O", "H", "H", "H", "H"], "positions_angstrom": [[-4.4145, 5.6941, 5.5870], [-3.2094, 4.9885, 4.9972], [-3.1255, 5.3000, 3.6231], [-2.2166, 4.4839, 2.9106], [-1.6833, 5.2120, 1.6921], [-0.4713, 4.4824, 1.0674], [-0.7535, 3.8463, -0.2947], [-1.1410, 2.3461, -0.2624], [-0.0702, 1.3852, -0.6829], [-0.0663, 0.6874, -1.8268], [-1.1201, 0.7605, -2.8863], [-2.0430, -0.4518, -2.8285], [-2.6073, -0.6189, -1.4747], [-3.8467, 0.1740, -1.3491], [-4.2699, 0.3864, 0.1004], [-2.9213, -2.0166, -1.2596], [-2.5889, -2.5832, 0.0872], [-3.4131, -2.6903, -2.1245], [1.0448, -0.2742, -2.0826], [1.4543, -0.4496, -3.2064], [1.5848, -0.9877, -0.8765], [2.0157, -2.3265, -0.9176], [2.0187, -3.0937, -2.2116], [0.6481, -3.7246, -2.5148], [0.6457, -4.8225, -3.5818], [1.7387, -4.6953, -4.6256], [1.4880, -5.7055, -5.6076], [2.4350, -2.9249, 0.2885], [3.1003, -4.6258, 0.5406], [2.2146, -5.8097, -0.5391], [2.3297, -5.0679, 2.1689], [3.2910, -4.9529, 3.3576], [2.4700, -2.1411, 1.4530], [2.0874, -0.8008, 1.4834], [2.2857, 0.0097, 3.0461], [1.6085, -0.2197, 0.3033], [1.0823, 1.1747, 0.2368], [1.5393, 2.0697, 0.9050], [-5.2254, 5.6391, 4.8613], [-4.1952, 6.7512, 5.7289], [-4.7251, 5.2411, 6.5243], [-3.2869, 3.9028, 5.1381], [-2.2865, 5.3029, 5.5008], [-2.7107, 3.5460, 2.6182], [-1.3766, 4.2093, 3.5607], [-1.3530, 6.1872, 2.0535], [-2.4834, 5.3507, 0.9663], [0.3314, 5.2092, 0.9616], [-0.1062, 3.7343, 1.7693], [-1.5533, 4.3910, -0.7986], [0.1228, 3.9577, -0.9352], [-2.0293, 2.1549, -0.8600], [-1.4245, 2.0839, 0.7632], [-0.6427, 0.7403, -3.8682], [-1.6638, 1.7022, -2.8312], [-2.8253, -0.3593, -3.5867], [-1.4682, -1.3424, -3.0734], [-3.6906, 1.1379, -1.8325], [-4.6566, -0.3157, -1.9047], [-5.3377, 0.5896, 0.1631], [-3.7342, 1.2266, 0.5422], [-4.0517, -0.4817, 0.7176], [-3.5389, -2.8569, 0.5543], [-2.1095, -1.8622, 0.7365], [-2.0145, -3.5003, -0.0155], [2.2715, -2.4374, -3.0353], [2.8094, -3.8411, -2.1663], [0.2084, -4.0890, -1.5860], [-0.0092, -2.9207, -2.8547], [0.7229, -5.8191, -3.1445], [-0.2976, -4.8055, -4.1293], [1.6981, -3.7108, -5.1053], [2.7292, -4.8469, -4.1921], [2.2875, -5.8326, -6.1245], [2.6028, -5.7969, -1.5530], [2.4637, -6.7880, -0.1236], [1.1289, -5.7280, -0.5409], [1.4581, -4.4251, 2.3046], [1.9412, -6.0806, 2.0682], [4.0570, -4.1990, 3.1937], [3.7540, -5.9097, 3.5855], [2.7386, -4.6550, 4.2510], [2.8271, -2.5708, 2.3789], [1.2860, 0.8858, 2.9452], [2.9503, 7.2214, 1.8296], [1.5797, 7.0130, 1.5038], [3.4763, 6.3013, 1.5885], [3.3821, 8.0377, 1.2453], [3.0816, 7.4328, 2.8936], [1.0963, 7.8177, 1.7102], [-1.1356, 0.5007, 3.4294], [-1.1936, -0.3904, 2.3215], [-2.1502, 0.6140, 3.8037], [-0.5049, 0.1048, 4.2296], [-0.7607, 1.4858, 3.1344], [-0.2996, -0.5032, 1.9820], [4.2069, -0.7244, -5.2310], [4.4201, -2.1140, -5.4868], [5.1529, -0.3089, -4.8931], [3.8959, -0.2027, -6.1401], [3.4538, -0.5883, -4.4548], [3.5856, -2.4839, -5.7863]], "mulliken_charge": [-1.21, -0.16, -0.37, -0.44, -0.63, 0.20, -1.73, 0.48, 1.10, 0.72, -1.40, -0.87, 0.84, -1.03, -0.77, 0.56, -0.97, -0.59, -0.23, -0.61, 0.17, -0.38, -1.23, 1.03, -0.99, -0.38, -0.55, 0.98, -0.17, -1.06, -0.72, -1.27, -0.53, 0.22, -0.19, -0.01, -0.22, -0.56, 0.32, 0.29, 0.37, 0.23, 0.32, 0.18, 0.41, 0.18, 0.30, 0.03, 0.11, 0.67, 0.49, -0.35, -0.51, 0.47, 0.50, 0.32, 0.28, 0.57, 0.63, 0.41, -0.09, 0.19, 0.35, -0.05, 0.36, 0.34, 0.99, 0.00, -0.39, 0.36, 0.40, 0.09, 0.43, 0.33, 0.31, 0.55, 0.32, 0.47, 0.51, 0.34, 0.39, 0.34, 0.23, 0.04, -0.58, -0.44, 0.22, 0.26, 0.27, 0.25, -0.42, -0.42, 0.26, 0.37, 0.01, 0.11, -0.13, -0.50, 0.25, 0.27, -0.10, 0.26], "charge": 0, "e_homo_ev": -8.389, "multiplicity": 1, "smiles": "CCOCCCCCC1=C(CCN(CC)C(C)=O)C(=O)c2c(CCCCO)c(P(C)CC)cc(S)c2C1=O.CO.CO.CO", "gap_ev": 7.54}

Record 4
{"formula": "C34H38Ge2HfN3", "method": "the ωB97M-V functional and the def2-TZVPD basis", "symbols": ["Hf", "C", "C", "N", "C", "C", "C", "C", "C", "C", "C", "N", "C", "C", "C", "C", "C", "C", "C", "C", "N", "C", "H", "H", "H", "H", "H", "H", "H", "H", "H", "H", "H", "H", "C", "C", "Ge", "C", "C", "C", "C", "Ge", "C", "C", "C", "C", "C", "C", "C", "C", "C", "C", "H", "H", "H", "H", "H", "H", "H", "H", "H", "H", "H", "H", "H", "H", "H", "H", "H", "H", "H", "H", "H", "H", "H", "H", "H", "H"], "positions_angstrom": [[12.1737, 15.4302, 7.9002], [8.5392, 13.2676, 9.6284], [9.8653, 13.6915, 9.3572], [10.1517, 14.6701, 8.4678], [9.1036, 15.3132, 7.8200], [7.7838, 14.8574, 7.9923], [7.4961, 13.9025, 9.0093], [6.8069, 15.3054, 7.0727], [7.1884, 16.1390, 6.0265], [8.5431, 16.6878, 5.9899], [9.4969, 16.3724, 6.8774], [10.8650, 16.7345, 6.9922], [11.3601, 17.9643, 6.5360], [10.6301, 18.9710, 5.9063], [11.2423, 20.1830, 5.5923], [12.4710, 20.5306, 6.0749], [13.2651, 19.5581, 6.6774], [14.5425, 19.8763, 7.2483], [15.2725, 18.9376, 7.9618], [14.6304, 17.7124, 8.1223], [13.4486, 17.3464, 7.6302], [12.7240, 18.2816, 6.8436], [8.3342, 12.6076, 10.4088], [10.6922, 13.2162, 9.8509], [6.4966, 13.6047, 9.3592], [5.8006, 14.8645, 7.0825], [6.4755, 16.2609, 5.1600], [8.7501, 17.3033, 5.0985], [9.5522, 18.8092, 5.9040], [10.5697, 20.8756, 5.1281], [12.8963, 21.5294, 6.0396], [14.9102, 20.8685, 7.1063], [16.2058, 19.0941, 8.4053], [15.0994, 16.9540, 8.7544], [12.8499, 15.6727, 10.2061], [13.9264, 14.7151, 9.6112], [13.6335, 13.0499, 8.3775], [13.3058, 14.3292, 6.3437], [11.9817, 13.9411, 5.6614], [15.5644, 12.7882, 8.0692], [16.1001, 11.7786, 7.4630], [15.6380, 9.9391, 6.8117], [14.9060, 8.6311, 8.0927], [15.1375, 7.1678, 8.0635], [15.9437, 9.6871, 4.9346], [16.1237, 8.2435, 4.4523], [17.5535, 11.6131, 7.1359], [18.1033, 10.4485, 7.6904], [19.1914, 9.8068, 7.1333], [19.7742, 10.3726, 6.0005], [19.3069, 11.6072, 5.5962], [18.1556, 12.2493, 6.0505], [12.8327, 16.6721, 9.6922], [13.0872, 16.0355, 11.2107], [11.8279, 15.3037, 10.4046], [13.9871, 13.9489, 10.3826], [14.9372, 15.0725, 9.4981], [14.1129, 13.6854, 6.0646], [13.6913, 15.3067, 6.0287], [11.1403, 14.1457, 6.2981], [11.8532, 12.8311, 5.5055], [11.7628, 14.5154, 4.7644], [16.2809, 13.5471, 8.2940], [13.8332, 8.9035, 8.0841], [15.1023, 9.0979, 9.1000], [14.6380, 6.6718, 7.1513], [14.4398, 6.7749, 8.8667], [16.1813, 6.9323, 8.1841], [16.7869, 10.2851, 4.7238], [15.1524, 10.2728, 4.3537], [17.1039, 7.7636, 4.7906], [16.0699, 8.1981, 3.3448], [15.3395, 7.5821, 4.7580], [17.6193, 10.0222, 8.5267], [19.5371, 8.8745, 7.5218], [20.5486, 9.8621, 5.4106], [19.7497, 12.0280, 4.6918], [17.6977, 13.0894, 5.5782]], "mulliken_charge": [-0.75, -1.00, 0.04, 0.29, 0.84, 0.49, -0.51, -0.68, -1.13, -0.49, 0.05, 0.63, 1.32, -1.13, -1.19, -0.85, 0.55, -0.41, -1.25, 0.42, -0.23, 0.32, 0.46, 0.49, 0.46, 0.42, 0.37, 0.60, 0.63, 0.42, 0.43, 0.48, 0.56, 0.16, -1.27, -1.22, 0.69, -1.62, -0.56, -0.09, 0.02, 0.30, -0.53, -1.10, -0.40, -1.15, -0.05, -0.83, -0.58, -0.61, -0.41, -0.59, 0.45, 0.58, 0.51, 0.80, 0.51, 1.07, 0.54, 0.20, 0.35, 0.36, 0.57, 0.45, 0.41, 0.29, 0.36, 0.32, 0.36, 0.45, 0.30, 0.38, 0.32, 0.85, 0.49, 0.44, 0.35, 0.49], "charge": 3, "e_homo_ev": -15.176, "multiplicity": 1, "gap_ev": 6.51}

Record 5
{"formula": "C3H13N2O3", "method": "the ωB97M-V functional and the def2-TZVPD basis", "symbols": ["N", "C", "C", "N", "C", "O", "H", "H", "H", "H", "H", "H", "H", "H", "H", "H", "H", "O", "H", "H", "O"], "positions_angstrom": [[0.4783, -0.2878, -1.0034], [0.0720, -0.1845, 0.4741], [-0.8242, -1.2310, 0.8835], [-1.5689, -1.3939, 1.9293], [-1.9517, -0.3963, 2.9925], [-0.6674, -2.1997, 0.0802], [-0.2767, -0.5028, -1.6310], [1.0739, -1.2434, -1.0067], [0.9763, 0.4971, -1.3079], [0.9713, -0.4646, 0.8626], [-0.1597, 0.8618, 0.8670], [-2.0593, -2.3634, 1.8922], [-2.8976, -0.8759, 3.4387], [-2.2684, 0.5929, 2.4861], [-1.3060, -0.4647, 3.9583], [1.6162, 2.8129, -1.8067], [2.0670, 2.2511, -0.4170], [1.4120, 2.1482, -1.1475], [1.8114, 0.1300, -4.3256], [1.9473, 1.5858, -3.6644], [1.5542, 0.7281, -3.5543]], "mulliken_charge": [-0.29, -0.56, 0.56, -0.19, -0.86, -0.72, 0.36, 0.45, 0.33, 0.33, 0.37, 0.33, 0.33, 0.33, 0.29, 0.29, 0.33, -0.67, 0.32, 0.28, -0.62], "charge": 1, "e_homo_ev": -13.475, "multiplicity": 1, "gap_ev": 10.41}

Record 6
{"formula": "C3H10OS2", "method": "the ωB97M-V functional and the def2-TZVPD basis", "symbols": ["C", "C", "C", "S", "S", "H", "H", "H", "H", "H", "H", "H", "H", "H", "H", "O"], "positions_angstrom": [[2.0730, 0.3394, -0.0512], [2.8295, 1.1718, 0.9791], [0.7618, 1.0134, -0.4585], [-0.2728, -0.0370, -1.5209], [-0.5740, -1.6997, -0.4462], [1.8530, -0.6556, 0.3491], [2.6428, 0.2015, -0.9638], [3.7463, 0.6617, 1.2665], [3.2649, 2.0792, 0.5576], [2.2275, 1.3280, 1.8621], [0.9718, 1.9024, -1.0556], [0.1966, 1.2865, 0.4224], [-1.7082, -1.4313, 0.2325], [-3.0790, 1.3569, 1.6474], [-3.2990, -0.0695, 2.1209], [-3.0650, 0.8110, 2.4399]], "mulliken_charge": [-0.31, -1.24, -0.60, -0.07, -0.19, 0.34, 0.28, 0.33, 0.32, 0.35, 0.35, 0.31, 0.11, 0.32, 0.31, -0.63], "charge": 0, "e_homo_ev": -9.206, "multiplicity": 1, "smiles": "CCCSS.O", "gap_ev": 9.62}